[1]
C6H15NO as an isolated structure, computed with the ωB97M-V functional and the def2-TZVPD basis.

Structure (XYZ):
```
23
Properties=species:S:1:pos:R:3:lowdin_charge:R:1
C 2.40 -0.19 0.06 -0.193
O 2.73 1.04 0.70 -0.148
H 2.28 1.75 0.22 0.055
H 2.80 -0.97 0.70 0.070
H 2.94 -0.28 -0.89 0.058
H 1.11 -0.15 -0.32 0.129
C -0.36 -0.44 1.87 -0.034
C -1.05 -0.15 -1.91 -0.081
C -0.49 1.69 -0.28 -0.079
C -0.97 -0.63 0.54 -0.369
C -0.55 0.18 -0.52 -0.391
N -1.51 -1.88 0.30 0.118
H -2.04 -1.99 -0.56 0.076
H -1.90 -2.35 1.10 0.095
H -0.71 0.45 2.37 0.083
H -0.49 -1.30 2.52 0.078
H 0.75 -0.29 1.67 0.081
H -0.65 -1.10 -2.26 0.077
H -0.76 0.62 -2.62 0.071
H -2.15 -0.21 -1.96 0.078
H -1.47 2.16 -0.40 0.085
H -0.07 1.91 0.70 0.067
H 0.18 2.14 -1.02 0.075
```

Its spin multiplicity is 1. For the energy, the calculation gives -10000.5361 eV. The value obtained for the HOMO energy is -7.17 eV. The energy above the lowest of the compared OMol25 structures with the same formula, charge and spin is 3.2210 eV. The LUMO energy comes out at 0.80 eV. The total charge is 0.

=====

[2]
A 2-piece molecular cluster, C6H15NO overall, computed with the ωB97M-V functional and the def2-TZVPD basis.

Structure (XYZ):
```
23
Properties=species:S:1:pos:R:3:lowdin_charge:R:1
C -0.81 -1.14 1.85 -0.001
C -1.40 -0.37 0.95 -0.196
C -1.26 -0.03 -0.48 -0.185
C -0.40 -0.88 -1.48 -0.218
N 0.91 -1.23 -0.95 -0.081
C 1.92 -0.18 -1.02 -0.270
C 2.18 0.54 0.32 -0.086
H -1.06 -1.26 2.89 0.054
H -0.12 -1.94 1.57 0.045
H -2.21 0.20 1.41 0.082
H -0.43 0.68 -0.39 0.081
H -2.12 0.44 -0.94 0.111
H -0.30 -0.26 -2.37 0.104
H -0.80 -1.82 -1.86 0.105
H 0.76 -1.70 -0.07 0.067
H 1.60 0.50 -1.80 0.103
H 2.86 -0.64 -1.32 0.099
H 2.71 1.48 0.21 0.068
H 1.27 0.70 0.89 0.051
H 2.88 -0.09 0.87 0.070
O -1.98 2.51 0.81 -0.051
H -2.87 2.18 0.72 0.034
H -1.31 2.31 0.17 0.014
```

Its spin multiplicity is 1. The structure (SMILES) is C=CCCNCC.O. For the energy, the calculation gives -10000.5329 eV. The value obtained for the HOMO energy is -8.46 eV. The energy above the lowest of the compared OMol25 structures with the same formula, charge and spin is 3.2242 eV. The LUMO energy comes out at 0.76 eV. The total charge is 0.

=====

[3]
A 3-piece molecular cluster, C6H15NO2 overall, computed with the ωB97M-V functional and the def2-TZVPD basis.

Structure (XYZ):
```
24
Properties=species:S:1:pos:R:3:lowdin_charge:R:1
H -1.51 0.56 -2.25 0.072
N -1.82 0.18 -1.35 0.109
C -1.02 -0.69 -0.88 -0.574
C -1.26 -1.28 0.47 -0.024
O -0.03 -1.22 -1.64 0.075
H -1.39 -2.36 0.42 0.089
H -0.41 -1.13 1.14 0.064
H -2.08 -0.77 0.96 0.093
H 0.46 -1.88 -1.13 0.119
C 2.06 0.08 1.74 0.015
C 1.59 1.04 0.95 -0.444
C 0.45 1.93 1.33 -0.068
C 2.21 1.34 -0.39 -0.069
H 1.61 -0.14 2.70 0.058
H 2.88 -0.56 1.46 0.056
H -0.35 1.85 0.59 0.070
H 0.78 2.97 1.37 0.082
H 0.07 1.68 2.32 0.076
H 3.05 0.68 -0.59 0.076
H 2.58 2.36 -0.41 0.082
H 1.45 1.24 -1.17 0.071
O -3.18 -2.21 -1.63 -0.131
H -2.99 -2.49 -2.53 0.028
H -3.17 -1.16 -1.46 0.076
```

Its spin multiplicity is 1. The structure (SMILES) is [H]/N=C(/C)O.C=C(C)C.O. For the energy, the calculation gives -12049.5836 eV. The value obtained for the HOMO energy is -9.49 eV. The energy above the lowest of the compared OMol25 structures with the same formula, charge and spin is 1.8277 eV. The LUMO energy comes out at 0.60 eV. The total charge is 0.

=====

[4]
One molecule with the formula C6H15NO2, computed with the ωB97M-V functional and the def2-TZVPD basis.

Structure (XYZ):
```
24
Properties=species:S:1:pos:R:3:lowdin_charge:R:1
C 2.84 0.60 -0.78 -0.199
N 1.95 -0.49 -1.09 -0.100
C 0.29 -0.27 -0.85 -0.090
C 0.04 -0.24 0.60 -0.467
C 0.39 0.99 1.39 -0.028
O 0.44 -1.42 1.24 -0.001
C -1.81 -0.33 0.35 -0.305
C -2.52 -0.88 -0.87 -0.075
O -2.41 0.90 0.73 -0.068
H 2.40 1.56 -1.05 0.070
H 3.13 0.63 0.29 0.066
H 3.78 0.52 -1.34 0.067
H 2.26 -1.34 -0.61 0.076
H -0.04 -1.16 -1.37 0.103
H 0.08 0.68 -1.35 0.125
H 0.81 1.84 0.84 0.080
H -0.44 1.48 1.91 0.078
H 1.11 0.82 2.19 0.088
H 0.28 -1.34 2.19 0.110
H -2.02 -1.01 1.19 0.124
H -3.60 -0.94 -0.70 0.087
H -2.16 -1.88 -1.11 0.083
H -2.38 -0.23 -1.74 0.080
H -2.42 1.48 -0.05 0.098
```

Its spin multiplicity is 1. The structure (SMILES) is CNC[C@](C)(O)[C@H](C)O. For the energy, the calculation gives -12047.8914 eV. The value obtained for the HOMO energy is -7.90 eV. The energy above the lowest of the compared OMol25 structures with the same formula, charge and spin is 3.5199 eV. The LUMO energy comes out at 0.75 eV. The total charge is 0.

=====

[5]
A 2-piece molecular cluster, C6H15NO2 overall, computed with the ωB97M-V functional and the def2-TZVPD basis.

Structure (XYZ):
```
24
Properties=species:S:1:pos:R:3:lowdin_charge:R:1
C 1.54 -1.09 1.18 -0.154
C 0.27 -1.93 1.29 -0.207
O -0.57 -1.70 0.17 -0.109
C 0.12 -1.99 -1.02 -0.260
O 1.24 -1.16 -1.22 -0.109
C 2.18 -1.36 -0.17 -0.205
H 1.28 -0.02 1.26 0.117
H 2.24 -1.33 2.01 0.124
H -0.32 -1.68 2.19 0.130
H 0.53 -3.01 1.35 0.126
H 0.43 -3.05 -1.03 0.136
H -0.58 -1.83 -1.86 0.144
H 2.56 -2.40 -0.21 0.126
H 3.03 -0.68 -0.37 0.132
C -2.39 2.15 -0.72 -0.121
C -1.27 2.42 0.28 -0.363
N 0.07 2.51 -0.29 -0.029
H -2.44 2.96 -1.46 0.068
H -3.37 2.10 -0.20 0.068
H -2.22 1.20 -1.24 0.066
H -1.47 3.37 0.82 0.103
H -1.25 1.61 1.04 0.098
H 0.10 3.26 -0.99 0.065
H 0.30 1.65 -0.79 0.054
```

Its spin multiplicity is 1. The structure (SMILES) is C1COCOC1.CCN. For the energy, the calculation gives -12049.6466 eV. The value obtained for the HOMO energy is -9.10 eV. The energy above the lowest of the compared OMol25 structures with the same formula, charge and spin is 1.7647 eV. The LUMO energy comes out at 1.02 eV. The total charge is 0.

=====

[6]
A 2-piece molecular cluster, C6H15NO3 overall, computed with the ωB97M-V functional and the def2-TZVPD basis.

Structure (XYZ):
```
25
Properties=species:S:1:pos:R:3:lowdin_charge:R:1
C 0.96 3.04 1.18 -0.099
O 0.46 2.20 0.17 -0.165
C -0.19 1.04 0.63 -0.396
C -1.63 1.33 1.03 -0.029
C -0.08 0.01 -0.50 -0.324
C 1.37 -0.32 -0.85 -0.030
N -0.81 -1.20 -0.16 0.047
C -1.51 -1.95 -1.06 -0.353
O -1.65 -1.68 -2.25 0.017
H 1.48 3.87 0.69 0.094
H 0.15 3.46 1.81 0.084
H 1.67 2.50 1.83 0.094
H 0.35 0.64 1.51 0.148
H -2.10 0.46 1.50 0.079
H -1.67 2.15 1.76 0.074
H -2.22 1.63 0.15 0.098
H -0.58 0.43 -1.39 0.158
H 1.41 -1.06 -1.66 0.080
H 1.90 0.59 -1.16 0.085
H 1.88 -0.74 0.02 0.088
H -0.71 -1.58 0.77 0.142
H -2.02 -2.82 -0.59 0.133
O 1.29 -4.08 -1.52 -0.062
H 0.99 -3.22 -1.14 0.004
H 1.27 -4.68 -0.77 0.035
```

Its spin multiplicity is 1. The structure (SMILES) is CO[C@@H](C)[C@@H](C)NC=O.O. For the energy, the calculation gives -14097.7589 eV. The value obtained for the HOMO energy is -9.90 eV. The energy above the lowest of the compared OMol25 structures with the same formula, charge and spin is 1.0098 eV. The LUMO energy comes out at 0.57 eV. The total charge is 0.

=====

[7]
A 3-piece molecular cluster, C6H15NO3 overall, computed with the ωB97M-V functional and the def2-TZVPD basis.

Structure (XYZ):
```
25
Properties=species:S:1:pos:R:3:lowdin_charge:R:1
C 0.45 -0.73 1.42 -0.088
N 0.35 0.32 0.43 -0.204
C -0.92 0.20 -0.42 -0.133
C -0.52 -0.61 -1.68 -0.153
C 0.91 -0.21 -1.94 -0.173
C 1.36 0.44 -0.61 -0.224
C 1.36 1.99 -1.11 -0.177
O 0.64 2.77 -0.56 0.069
H 1.26 -1.46 1.28 0.085
H -0.48 -1.27 1.59 0.053
H 0.85 -0.26 2.35 0.094
H -1.06 1.25 -0.62 0.096
H -1.77 -0.21 0.12 0.114
H -1.25 -0.73 -2.48 0.110
H -0.41 -1.66 -1.32 0.117
H 0.89 0.42 -2.85 0.107
H 1.57 -0.95 -2.40 0.112
H 2.31 0.11 -0.24 0.135
H 2.09 2.13 -1.92 0.121
O -1.85 -3.00 1.44 -0.060
H -1.51 -3.00 2.32 0.025
H -2.64 -2.43 1.46 0.054
O -0.62 2.08 2.27 -0.105
H -0.80 3.02 2.07 0.036
H -0.22 1.79 1.42 -0.011
```

Its spin multiplicity is 1. The structure (SMILES) is CN1CCC[C@H]1C=O.O.O. For the energy, the calculation gives -14095.9945 eV. The value obtained for the HOMO energy is -8.82 eV. The energy above the lowest of the compared OMol25 structures with the same formula, charge and spin is 2.7742 eV. The LUMO energy comes out at 0.72 eV. The total charge is 0.

=====

[8]
A 5-piece molecular cluster, C6H15NO4 overall, computed with the ωB97M-V functional and the def2-TZVPD basis.

Structure (XYZ):
```
26
Properties=species:S:1:pos:R:3:lowdin_charge:R:1
N -0.04 -1.66 1.93 0.111
C -0.20 -1.31 0.58 -0.301
C -1.52 -1.14 0.16 -0.026
C -1.51 -0.14 -0.90 -0.093
C -0.41 0.58 -1.39 -0.134
C 0.87 0.28 -0.95 -0.109
C 1.00 -0.78 -0.09 -0.037
H -0.49 -2.48 2.22 0.073
H 0.88 -1.68 2.24 0.056
H -2.44 -1.51 0.62 0.118
H -2.52 0.02 -1.22 0.090
H -0.59 1.47 -1.86 0.054
H 1.72 0.86 -1.25 0.089
H 2.02 -0.96 0.30 0.112
O 0.58 2.52 -3.73 -0.069
H 1.42 2.30 -3.30 0.028
H 0.33 1.61 -3.93 0.040
O -0.66 -3.17 -1.74 0.005
H -0.97 -3.70 -2.40 -0.007
H -0.78 -2.33 -2.11 0.002
O -0.82 1.24 2.96 -0.084
H -0.98 1.80 3.77 0.059
H -1.17 1.83 2.29 0.023
O 1.81 2.10 2.79 -0.045
H 2.68 1.70 3.03 0.066
H 1.81 2.55 1.99 -0.021
```

Its spin multiplicity is 1. The structure (SMILES) is Nc1ccccc1.O.O.O.O. For the energy, the calculation gives -16143.3799 eV. The value obtained for the HOMO energy is -7.72 eV. The energy above the lowest of the compared OMol25 structures with the same formula, charge and spin is 1.3916 eV. The LUMO energy comes out at 0.61 eV. The total charge is 0.

=====

[9]
One molecule with the formula C6H15NO4P2S, computed with the ωB97M-V functional and the def2-TZVPD basis.

Structure (XYZ):
```
29
Properties=species:S:1:pos:R:3:lowdin_charge:R:1
C -3.02 0.11 -1.61 -0.147
C -2.31 0.08 -0.13 -0.222
C -0.70 0.38 -0.12 -0.323
C 0.26 -0.93 0.13 -0.393
P -0.27 -2.07 1.56 0.764
O -0.09 -3.57 1.07 -0.525
C 1.80 -0.39 0.23 -0.408
P 2.18 0.72 1.74 0.738
N 1.02 0.73 2.87 -0.361
C 2.33 0.35 -1.15 -0.222
O 1.56 1.58 -1.47 -0.305
S -0.11 1.16 -1.76 0.842
O -0.82 2.49 -2.08 -0.344
O -0.07 0.13 -2.93 -0.353
H -3.08 1.18 -2.10 0.089
H -4.15 -0.22 -1.44 0.091
H -2.57 -0.71 -2.33 0.093
H -2.82 0.96 0.50 0.135
H -2.64 -0.91 0.40 0.095
H -0.50 1.21 0.70 0.128
H 0.19 -1.58 -0.86 0.155
H 0.68 -1.89 2.67 0.014
H -1.57 -1.76 2.11 0.015
H 2.48 -1.36 0.35 0.143
H 2.38 2.12 1.34 0.031
H 3.41 0.25 2.33 0.006
H 0.65 1.69 3.06 -0.024
H 2.34 -0.38 -2.09 0.148
H 3.46 0.65 -0.97 0.140
```

Its spin multiplicity is 1. The structure (SMILES) is CC[C@H]1[C@H]([PH2]=O)[C@H]([PH2]=N)COS1(=O)=O. For the energy, the calculation gives -45552.5681 eV. The value obtained for the HOMO energy is -9.40 eV. The energy above the lowest of the compared OMol25 structures with the same formula, charge and spin is 4.4894 eV. The LUMO energy comes out at 0.17 eV. The total charge is 0.

=====

[10]
An isolated ion of composition C6H15NO5P and charge +1, computed with the ωB97M-V functional and the def2-TZVPD basis.

Structure (XYZ):
```
28
Properties=species:S:1:pos:R:3:lowdin_charge:R:1
C -3.02 -0.66 0.14 -0.005
O -1.78 -0.04 -0.39 -0.253
C -1.75 1.35 -0.23 -0.152
C -0.45 1.80 -0.86 -0.160
N -0.11 3.02 -0.98 0.275
C 0.51 0.74 -1.35 -0.236
O 1.74 1.36 -1.58 -0.041
P 0.82 -0.78 -0.08 0.595
O 0.15 -2.02 -0.36 -0.212
O 0.56 0.00 1.30 -0.247
C 0.14 -0.85 2.38 -0.048
O 2.43 -0.84 -0.18 -0.277
C 3.05 -2.14 -0.28 -0.079
H -3.41 -1.48 -0.50 0.112
H -3.77 0.15 0.15 0.086
H -2.85 -1.02 1.19 0.099
H -2.63 1.84 -0.90 0.194
H -1.93 1.75 0.77 0.145
H 0.86 3.21 -1.34 0.180
H -0.60 3.84 -0.65 0.164
H -0.01 0.51 -2.23 0.142
H 2.37 0.95 -0.93 0.112
H -0.21 -0.24 3.09 0.049
H 0.97 -1.43 2.72 0.094
H -0.66 -1.55 1.84 0.126
H 2.33 -2.99 0.04 0.109
H 3.89 -2.07 0.54 0.134
H 3.33 -2.39 -1.31 0.096
```

Its spin multiplicity is 1. The structure (SMILES) is COCC(=[NH2+])[C@@H](O)P(=O)(OC)OC. For the energy, the calculation gives -27474.7111 eV. The value obtained for the HOMO energy is -14.16 eV. The energy above the lowest of the compared OMol25 structures with the same formula, charge and spin is 0.0000 eV. The LUMO energy comes out at -4.06 eV. The total charge is +1.